[1]
The following is a DFT calculation (the ωB97M-V functional and the def2-TZVPD basis) of a structure of composition C44H58BF3N7Ti in a non-equilibrium geometry.

Charge: -1
DFT total energy, eV: -88947.40867
E_HOMO (spin up / spin down), eV: -2.5 / -5.1
Spin multiplicity: 3

Last column: Mulliken charge in e.
CARTESIAN COORDINATES (ANGSTROEM)
Ti (-0.456, 0.039, -0.131)  -0.568
C (-0.633, -0.644, -5.433)  -1.558
C (-0.081, 0.068, -4.248)  0.183
C (0.896, 1.037, -4.251)  -1.092
C (1.110, 1.373, -2.907)  -0.736
N (0.310, 0.629, -2.137)  0.748
N (-0.418, -0.156, -2.961)  0.303
B (-1.462, -1.160, -2.452)  0.331
N (-0.724, -2.125, -1.489)  1.188
N (0.537, -2.407, -1.893)  -0.693
C (0.831, -3.628, -1.488)  0.235
C (-0.271, -4.180, -0.812)  -0.971
C (-1.242, -3.203, -0.835)  -0.102
C (-2.604, -3.227, -0.234)  -1.245
C (2.142, -4.284, -1.818)  2.437
C (2.596, -5.204, -0.684)  -1.599
C (3.192, -3.202, -2.073)  -1.464
C (1.947, -5.100, -3.105)  -2.038
N (-2.591, -0.374, -1.774)  1.075
N (-2.268, 0.709, -1.030)  0.468
C (-3.385, 1.428, -0.857)  -0.523
C (-4.451, 0.778, -1.491)  -0.795
C (-3.916, -0.360, -2.064)  0.440
C (-4.648, -1.436, -2.791)  -2.021
C (-3.414, 2.755, -0.141)  2.606
C (-3.235, 2.517, 1.365)  -1.015
C (-2.261, 3.616, -0.671)  -1.223
C (-4.741, 3.493, -0.369)  -2.476
C (2.143, 2.392, -2.488)  2.948
C (3.520, 1.714, -2.556)  -1.629
C (2.118, 3.569, -3.476)  -2.075
C (1.919, 2.974, -1.097)  -1.213
H (-0.143, -0.270, -6.330)  0.443
H (-1.709, -0.502, -5.538)  0.211
H (-0.442, -1.712, -5.356)  0.213
H (1.398, 1.425, -5.114)  0.478
H (-1.898, -1.791, -3.370)  -0.307
H (-0.336, -5.144, -0.349)  0.447
H (-2.674, -4.058, 0.466)  0.477
H (-3.373, -3.358, -0.994)  0.189
H (-2.786, -2.294, 0.308)  0.142
H (2.708, -4.642, 0.238)  0.209
H (3.553, -5.659, -0.927)  0.479
H (1.878, -6.002, -0.519)  0.278
H (3.369, -2.624, -1.169)  0.231
H (2.830, -2.522, -2.839)  0.287
H (4.130, -3.645, -2.406)  0.458
H (1.153, -5.833, -2.980)  0.357
H (2.865, -5.623, -3.367)  0.491
H (1.678, -4.431, -3.918)  0.302
H (-5.482, 1.075, -1.529)  0.552
H (-5.443, -0.999, -3.391)  0.466
H (-5.104, -2.127, -2.079)  0.301
H (-3.983, -2.002, -3.436)  0.254
H (-2.319, 1.953, 1.552)  -0.384
H (-4.076, 1.950, 1.762)  0.391
H (-3.180, 3.466, 1.894)  0.388
H (-1.316, 3.113, -0.457)  -0.117
H (-2.274, 4.591, -0.189)  0.469
H (-2.353, 3.767, -1.746)  0.401
H (-5.582, 2.922, 0.019)  0.433
H (-4.913, 3.693, -1.424)  0.438
H (-4.712, 4.445, 0.158)  0.447
H (3.698, 1.319, -3.555)  0.397
H (3.569, 0.882, -1.858)  0.098
H (4.304, 2.430, -2.312)  0.441
H (2.414, 3.268, -4.478)  0.353
H (2.804, 4.342, -3.134)  0.480
H (1.117, 3.991, -3.521)  0.391
H (1.932, 2.206, -0.328)  -0.219
H (0.955, 3.474, -1.047)  0.168
H (2.695, 3.705, -0.872)  0.579
C (0.107, 1.663, 0.965)  -0.594
C (0.283, 2.564, 1.772)  0.839
C (0.435, 3.660, 2.651)  -0.170
C (-0.345, 4.811, 2.462)  -0.047
C (-0.235, 5.894, 3.304)  -0.660
C (0.660, 5.865, 4.364)  -0.445
C (1.433, 4.730, 4.571)  -0.707
C (1.331, 3.642, 3.730)  -0.261
H (-1.043, 4.826, 1.640)  0.399
H (-0.853, 6.768, 3.135)  0.387
H (0.740, 6.713, 5.029)  0.371
H (2.117, 4.693, 5.410)  0.389
H (1.927, 2.757, 3.904)  0.455
F (4.840, -4.121, 2.053)  -0.306
C (4.175, -3.116, 2.734)  0.724
F (3.714, -3.743, 3.840)  -0.313
F (5.172, -2.311, 3.159)  -0.304
C (3.131, -2.435, 1.969)  0.480
C (1.794, -2.906, 1.992)  -1.089
C (0.820, -2.225, 1.330)  -0.656
N (1.034, -1.090, 0.593)  2.268
C (2.338, -0.687, 0.524)  -0.408
C (3.376, -1.286, 1.176)  -1.628
H (1.554, -3.794, 2.557)  0.209
H (-0.205, -2.559, 1.408)  0.129
H (2.518, 0.180, -0.104)  -0.388
H (4.377, -0.889, 1.095)  0.470
C (-1.591, 0.425, 4.994)  -1.803
C (-0.818, -0.609, 4.164)  2.842
C (-0.942, -1.997, 4.804)  -1.828
C (0.667, -0.209, 4.129)  -0.708
C (-1.271, -0.586, 2.766)  0.713
C (-1.512, -0.501, 1.576)  -1.365
H (-1.184, 0.482, 6.004)  0.445
H (-2.646, 0.165, 5.069)  0.352
H (-1.506, 1.406, 4.530)  0.234
H (-0.543, -1.968, 5.818)  0.460
H (-0.370, -2.730, 4.239)  0.166
H (-1.979, -2.324, 4.850)  0.359
H (1.058, -0.084, 5.138)  0.674
H (0.771, 0.720, 3.571)  -0.578
H (1.257, -0.967, 3.617)  -0.147

[2]
The following is a DFT calculation (the ωB97M-V functional and the def2-TZVPD basis) of a structure of composition C44H60Br4N4O4Tc in a non-equilibrium geometry.

DFT total energy, eV: -343121.74147
E_HOMO (spin up / spin down), eV: -7.3 / -7.6
Spin multiplicity: 4

Last column: Mulliken charge in e.
CARTESIAN COORDINATES (ANGSTROEM)
Tc (0.983, 0.001, -0.901)  0.241
C (1.585, 1.878, 2.662)  -1.241
N (0.496, 1.569, 1.720)  1.050
C (-0.120, 2.841, 1.329)  -1.815
C (-0.425, 0.669, 2.402)  -1.447
C (-1.658, 0.236, 1.618)  -1.032
N (-1.407, -0.521, 0.372)  1.492
C (-2.382, -0.176, -0.695)  -1.568
C (-2.471, 1.278, -1.007)  0.316
C (-3.604, 2.012, -0.704)  -0.463
C (-3.678, 3.366, -1.006)  -0.777
C (-2.601, 3.904, -1.699)  0.094
C (-1.450, 3.195, -2.056)  -0.067
C (-1.373, 1.858, -1.618)  -1.111
O (-0.303, 1.029, -1.809)  0.110
C (-0.366, 3.929, -2.867)  2.585
C (0.106, 3.085, -4.069)  -1.713
C (0.813, 4.278, -1.938)  -1.149
C (-0.909, 5.241, -3.438)  -2.454
C (-4.889, 4.197, -0.577)  2.195
C (-4.762, 5.653, -1.029)  -2.163
C (-4.994, 4.173, 0.957)  -1.584
C (-6.175, 3.616, -1.184)  -1.709
C (-1.546, -1.961, 0.585)  -2.730
C (-0.512, -2.597, 1.466)  0.776
C (-0.905, -3.421, 2.503)  -0.716
C (0.024, -4.168, 3.215)  -0.805
C (1.339, -4.093, 2.778)  0.160
C (1.791, -3.281, 1.728)  -0.008
C (0.835, -2.447, 1.127)  -0.653
O (1.102, -1.528, 0.141)  2.157
C (3.285, -3.350, 1.346)  2.595
C (3.528, -3.175, -0.165)  -1.694
C (3.884, -4.712, 1.726)  -2.232
C (4.030, -2.262, 2.126)  -1.221
C (-0.421, -5.090, 4.355)  2.111
C (0.772, -5.609, 5.163)  -2.009
C (-1.172, -6.290, 3.759)  -1.623
C (-1.356, -4.331, 5.313)  -1.685
H (1.191, 2.432, 3.531)  0.435
H (2.334, 2.496, 2.172)  0.264
H (2.063, 0.972, 3.012)  0.276
H (-0.529, 3.358, 2.210)  0.337
H (-0.917, 2.705, 0.602)  0.665
H (0.637, 3.480, 0.874)  0.348
H (-0.788, 1.118, 3.340)  0.650
H (0.158, -0.214, 2.673)  0.402
H (-2.267, 1.099, 1.360)  0.599
H (-2.248, -0.367, 2.317)  0.217
H (-3.384, -0.532, -0.425)  0.510
H (-2.071, -0.720, -1.591)  0.584
H (-4.428, 1.507, -0.205)  0.483
H (-2.641, 4.951, -1.979)  0.515
H (0.534, 2.141, -3.753)  0.230
H (0.874, 3.635, -4.626)  0.457
H (-0.735, 2.883, -4.743)  0.318
H (1.234, 3.387, -1.483)  -0.397
H (0.475, 4.957, -1.143)  0.275
H (1.607, 4.778, -2.501)  0.546
H (-1.824, 5.085, -4.023)  0.433
H (-0.153, 5.671, -4.101)  0.452
H (-1.114, 5.976, -2.653)  0.435
H (-3.884, 6.134, -0.584)  0.401
H (-5.646, 6.211, -0.711)  0.440
H (-4.688, 5.732, -2.119)  0.395
H (-4.092, 4.600, 1.408)  0.341
H (-5.113, 3.152, 1.335)  0.321
H (-5.858, 4.762, 1.289)  0.443
H (-6.117, 3.614, -2.278)  0.356
H (-7.042, 4.219, -0.885)  0.476
H (-6.352, 2.589, -0.853)  0.310
H (-1.498, -2.430, -0.399)  0.406
H (-2.540, -2.178, 0.985)  0.589
H (-1.968, -3.490, 2.731)  0.508
H (2.076, -4.707, 3.281)  0.214
H (2.896, -3.858, -0.748)  0.339
H (4.574, -3.405, -0.389)  0.506
H (3.340, -2.162, -0.494)  -0.021
H (3.285, -5.542, 1.333)  0.415
H (3.987, -4.835, 2.809)  0.403
H (4.889, -4.786, 1.299)  0.488
H (3.659, -1.275, 1.860)  -0.168
H (5.101, -2.294, 1.898)  0.474
H (3.901, -2.410, 3.206)  0.247
H (1.428, -6.249, 4.563)  0.347
H (0.408, -6.208, 6.004)  0.435
H (1.367, -4.781, 5.567)  0.411
H (-0.521, -6.848, 3.078)  0.317
H (-2.051, -5.962, 3.192)  0.336
H (-1.508, -6.971, 4.552)  0.456
H (-0.873, -3.416, 5.673)  0.372
H (-1.595, -4.957, 6.179)  0.459
H (-2.300, -4.052, 4.833)  0.321
Br (6.686, 2.905, -4.005)  -0.190
C (5.524, 2.119, -2.741)  0.217
C (5.946, 1.898, -1.433)  0.157
Br (7.676, 2.426, -0.890)  -0.190
C (5.081, 1.287, -0.512)  -0.138
Br (5.561, 1.048, 1.298)  -0.144
C (3.811, 0.879, -0.896)  -0.442
O (2.929, 0.247, -0.123)  0.107
C (3.365, 1.173, -2.183)  -0.394
O (2.075, 0.873, -2.388)  0.553
C (4.211, 1.763, -3.108)  0.013
Br (3.531, 2.082, -4.843)  -0.119
C (1.238, -0.921, -4.856)  -0.810
C (0.508, -1.818, -3.919)  0.414
N (0.403, -1.742, -2.600)  0.990
C (-0.340, -2.847, -2.194)  -1.182
C (-0.693, -3.591, -3.268)  -1.170
N (-0.150, -2.927, -4.348)  -0.113
H (1.467, 0.013, -4.364)  -0.351
H (0.641, -0.718, -5.750)  0.419
H (2.181, -1.379, -5.171)  0.345
H (-0.532, -3.049, -1.149)  0.819
H (-1.262, -4.504, -3.363)  0.431
H (-0.224, -3.207, -5.306)  0.191